Below is C6H5BrClNO2 in the gas phase at a distorted geometry, with properties calculated with ωB97M-V with the def2-TZVPD basis set.

Each line ends with the Löwdin charge.
Positions of all 16 atoms, in Å:
C: 0.945 -0.543 -1.593  -0.097
C: 1.834 -0.604 -0.442  -0.188
C: -0.304 -0.019 -1.623  -0.106
C: 1.616 -0.626 0.851  -0.540
C: -1.171 0.688 -0.622  -0.181
C: -1.226 0.042 0.736  -0.611
N: -0.793 0.669 1.843  -0.468
O: -0.700 1.886 1.807  0.018
O: -0.591 -0.039 2.962  -0.209
Cl: -1.742 -1.585 0.851  0.775
Br: 1.947 -0.356 2.554  1.022
H: 1.229 -0.934 -2.531  0.090
H: 2.830 -0.934 -0.785  0.116
H: -0.941 -0.176 -2.451  0.091
H: -0.686 1.730 -0.636  0.156
H: -2.246 0.801 -0.921  0.132

As for the HOMO-LUMO gap (alpha / beta): 8.088 / 6.062 eV. As for the net charge: 0. The calculation puts the energy above the lowest of the compared OMol25 structures with the same formula, charge and spin at 115.2 kcal/mol.

=====

Below is a molecular structure, C25H30CoN6OSTe, with properties calculated with ωB97M-V with the def2-TZVPD basis set.

Each line ends with the Löwdin charge.
Positions of all 65 atoms, in Å:
Co: 0.341 0.034 -0.010  0.460
C: 0.508 -3.084 -0.596  -0.112
N: 0.141 -1.851 -1.322  -0.250
C: 0.965 -1.775 -2.549  -0.058
C: -1.282 -1.812 -1.672  -0.235
C: -1.930 -2.939 -2.165  -0.030
C: -3.269 -2.888 -2.512  -0.076
C: -3.963 -1.691 -2.357  -0.070
C: -3.324 -0.561 -1.877  -0.022
C: -1.963 -0.589 -1.542  -0.268
N: -1.237 0.469 -1.004  -0.058
C: -1.440 1.825 -1.251  -0.219
C: -2.174 2.356 -2.315  -0.018
C: -2.299 3.727 -2.484  -0.074
C: -1.694 4.611 -1.600  -0.082
C: -0.936 4.097 -0.559  -0.030
C: -0.791 2.728 -0.398  -0.203
N: 0.021 2.180 0.700  -0.242
C: -0.707 2.325 1.981  -0.108
C: 1.322 2.871 0.821  -0.076
H: 0.624 -3.936 -1.273  0.088
H: -0.254 -3.332 0.138  0.052
H: 1.461 -2.929 -0.081  0.076
H: 0.788 -2.646 -3.187  0.098
H: 2.025 -1.756 -2.276  0.085
H: 0.717 -0.871 -3.098  0.093
H: -1.385 -3.871 -2.279  0.115
H: -3.766 -3.771 -2.894  0.107
H: -5.017 -1.642 -2.604  0.110
H: -3.879 0.359 -1.735  0.113
H: -2.635 1.682 -3.024  0.107
H: -2.873 4.108 -3.321  0.108
H: -1.805 5.682 -1.719  0.105
H: -0.451 4.778 0.132  0.112
H: -0.804 3.380 2.254  0.095
H: -0.170 1.807 2.781  0.077
H: -1.705 1.903 1.883  0.063
H: 1.206 3.889 1.201  0.086
H: 1.800 2.921 -0.154  0.084
H: 1.959 2.324 1.519  0.086
C: 3.837 1.624 -3.153  0.025
N: 3.847 0.918 -1.860  -0.019
C: 4.996 0.490 -1.274  -0.017
C: 4.999 -0.148 -0.086  0.015
C: 3.735 -0.363 0.533  -0.350
N: 2.606 0.013 -0.052  0.146
C: 2.632 0.680 -1.242  -0.528
O: 1.570 1.054 -1.736  0.031
N: 3.644 -0.950 1.734  0.198
H: 4.860 1.884 -3.411  0.096
H: 3.234 2.522 -3.072  0.101
H: 3.409 0.991 -3.926  0.104
H: 5.909 0.703 -1.813  0.142
H: 5.921 -0.472 0.376  0.120
H: 4.465 -1.245 2.230  0.124
H: 2.745 -1.037 2.182  0.071
Te: -1.211 -1.087 1.784  1.284
C: -0.208 -1.822 3.428  -1.016
C: 1.060 -2.355 3.489  -0.263
C: 1.396 -2.839 4.782  -0.176
C: 0.382 -2.652 5.679  -0.398
S: -0.968 -1.904 4.962  0.965
H: 1.698 -2.456 2.616  0.071
H: 2.338 -3.311 5.034  0.109
H: 0.366 -2.915 6.729  0.079

Its spin multiplicity is 5. As for the HOMO-LUMO gap (alpha / beta): 6.743 / 4.572 eV. As for the net charge: +1. The calculation puts the energy above the lowest of the compared OMol25 structures with the same formula, charge and spin at 0.0 kcal/mol.

=====

Below is a molecular structure, C25H61Br3O16P4 at a distorted geometry, with properties calculated with ωB97M-V with the def2-TZVPD basis set.

Each line ends with the Löwdin charge.
Positions of all 109 atoms, in Å:
C: -1.077 1.701 2.100  -0.067
C: -1.973 2.115 0.963  -0.236
O: -2.705 3.405 1.237  -0.180
P: -4.285 3.338 1.253  0.325
O: -5.051 2.874 0.099  -0.207
O: -4.604 4.837 1.629  -0.168
C: -4.000 5.500 2.706  -0.272
C: -5.091 5.773 3.782  -0.061
O: -4.516 2.512 2.554  -0.177
C: -5.831 2.190 2.896  -0.256
C: -6.158 0.731 2.348  -0.053
H: -0.283 1.027 1.772  0.048
H: -0.548 2.583 2.523  0.102
H: -1.597 1.251 2.898  0.061
H: -1.456 2.319 0.030  0.095
H: -2.710 1.310 0.853  0.091
H: -3.143 4.945 3.050  0.105
H: -3.716 6.528 2.403  0.127
H: -5.820 6.456 3.326  0.082
H: -5.507 4.868 4.215  0.058
H: -4.524 6.304 4.586  0.085
H: -5.838 2.078 3.974  0.113
H: -6.585 2.903 2.579  0.120
H: -7.203 0.612 2.650  0.074
H: -6.050 0.596 1.270  0.068
H: -5.528 -0.036 2.780  0.052
C: -2.468 -5.060 5.521  -0.070
C: -1.200 -4.848 4.822  -0.291
O: -1.274 -3.800 3.870  -0.149
P: -1.292 -4.086 2.351  0.370
O: -2.032 -5.341 1.985  -0.243
O: -1.777 -2.695 1.733  -0.212
C: -3.148 -2.166 2.013  -0.205
C: -4.124 -2.829 1.046  -0.059
O: 0.170 -4.050 1.770  -0.183
C: 0.610 -5.298 1.144  -0.290
C: 2.050 -5.261 0.962  -0.088
H: -2.295 -5.854 6.211  0.076
H: -2.686 -4.144 6.131  0.103
H: -3.292 -5.244 4.850  0.082
H: -0.510 -4.535 5.595  0.125
H: -0.800 -5.705 4.393  0.098
H: -3.328 -2.302 3.065  0.103
H: -3.074 -1.090 1.925  0.096
H: -3.769 -2.674 0.026  0.071
H: -4.299 -3.898 1.272  0.081
H: -5.121 -2.361 1.191  0.078
H: 0.291 -6.097 1.747  0.089
H: 0.087 -5.455 0.143  0.140
H: 2.342 -4.470 0.242  0.074
H: 2.534 -5.050 1.955  0.105
H: 2.434 -6.202 0.479  0.104
C: 6.917 -3.067 3.071  -0.068
C: 6.448 -1.695 2.507  -0.223
O: 5.016 -1.863 2.228  -0.195
P: 4.269 -1.032 1.099  0.384
O: 4.234 0.410 1.316  -0.217
O: 4.960 -1.515 -0.282  -0.200
C: 5.208 -0.622 -1.391  -0.301
C: 6.568 -0.028 -1.345  -0.086
O: 2.892 -1.840 1.164  -0.208
C: 1.688 -1.047 1.509  -0.255
C: 1.822 -0.732 2.973  -0.077
H: 6.769 -3.852 2.279  0.099
H: 7.931 -2.980 3.357  0.055
H: 6.338 -3.294 3.929  0.057
H: 6.503 -0.907 3.300  0.127
H: 7.123 -1.404 1.663  0.119
H: 5.034 -1.252 -2.302  0.123
H: 4.518 0.245 -1.354  0.112
H: 6.702 0.775 -2.086  0.087
H: 6.742 0.418 -0.348  0.085
H: 7.315 -0.803 -1.472  0.076
H: 1.629 -0.100 0.950  0.100
H: 0.801 -1.702 1.365  0.092
H: 0.936 -0.191 3.339  0.078
H: 1.971 -1.644 3.507  0.076
H: 2.704 -0.114 3.150  0.071
C: 3.577 1.488 -4.527  -0.065
C: 2.160 1.646 -3.967  -0.251
O: 1.622 2.985 -4.159  -0.173
P: 0.739 3.425 -5.419  0.339
O: 0.365 4.842 -5.376  -0.233
O: 1.599 2.955 -6.679  -0.172
C: 1.188 3.636 -7.911  -0.255
C: 2.401 4.203 -8.611  -0.065
O: -0.521 2.531 -5.363  -0.183
C: -1.842 2.938 -4.836  -0.204
C: -3.006 2.008 -5.188  -0.055
H: 3.876 0.495 -4.258  0.053
H: 3.432 1.512 -5.589  0.056
H: 4.356 2.200 -4.227  0.089
H: 1.502 0.844 -4.353  0.117
H: 2.236 1.586 -2.896  0.097
H: 0.658 2.938 -8.567  0.121
H: 0.473 4.391 -7.710  0.090
H: 3.126 3.432 -8.889  0.083
H: 2.072 4.626 -9.540  0.068
H: 2.798 5.025 -8.036  0.080
H: -1.678 3.035 -3.807  0.095
H: -1.931 3.973 -5.205  0.115
H: -2.825 1.079 -4.695  0.054
H: -3.987 2.406 -4.799  0.100
H: -3.118 1.868 -6.270  0.078
C: -0.084 -2.128 -1.539  -1.554
Br: 1.675 -1.973 -2.311  0.621
Br: -1.279 -3.386 -2.486  0.568
Br: -0.832 -0.347 -1.253  0.618
H: -0.020 -2.604 -0.576  -0.076

As for the HOMO-LUMO gap: 10.037 eV. As for the net charge: 0. The calculation puts the energy above the lowest of the compared OMol25 structures with the same formula, charge and spin at 0.0 kcal/mol.

=====

Below is C3H8N2OS in the gas phase at a distorted geometry, with properties calculated with ωB97M-V with the def2-TZVPD basis set.

Each line ends with the Löwdin charge.
Positions of all 15 atoms, in Å:
N: -0.554 1.874 -0.448  0.048
C: -0.186 0.531 0.075  -0.410
C: 1.090 0.446 0.930  -0.488
S: 1.283 -1.070 1.968  0.691
C: -0.228 -0.517 -1.017  -0.505
N: -1.077 -1.569 -0.651  0.126
O: 0.397 -0.360 -2.036  0.106
H: -0.609 1.836 -1.467  0.071
H: 0.416 -1.924 1.339  -0.158
H: 0.214 2.525 -0.305  0.065
H: -1.011 0.347 0.774  0.118
H: 1.945 0.348 0.267  0.060
H: 1.133 1.338 1.564  0.079
H: -1.999 -1.267 -0.394  0.099
H: -0.814 -2.537 -0.599  0.097

The SMILES is NC(=O)[C@H](N)CS. As for the HOMO-LUMO gap: 9.975 eV. As for the net charge: 0. The calculation puts the energy above the lowest of the compared OMol25 structures with the same formula, charge and spin at 32.8 kcal/mol.

=====

Below is a molecular structure, C23H36N4O2S2Sr at a distorted geometry, with properties calculated with ωB97M-V with the def2-TZVPD basis set.

Each line ends with the Löwdin charge.
Positions of all 68 atoms, in Å:
Sr: -0.905 -0.673 0.738  1.461
N: -3.210 0.006 2.074  -0.107
C: -4.405 -0.772 2.340  -0.270
C: -5.061 -1.257 1.018  -0.162
C: -4.826 -2.758 0.628  -0.197
C: -3.421 -3.298 0.361  -0.261
N: -2.448 -2.440 -0.395  -0.112
H: -2.851 0.415 2.950  0.063
H: -3.427 0.849 1.490  0.102
H: -5.169 -0.199 2.861  0.111
H: -4.093 -1.534 3.046  0.119
H: -4.758 -0.570 0.148  0.130
H: -6.136 -1.213 1.186  0.107
H: -5.426 -2.885 -0.298  0.121
H: -5.243 -3.445 1.336  0.109
H: -3.645 -4.247 -0.142  0.116
H: -2.959 -3.616 1.340  0.127
H: -2.954 -2.118 -1.250  0.106
H: -1.693 -3.076 -0.737  0.089
O: 0.880 -2.139 0.461  -0.755
S: 2.400 -2.341 0.410  1.049
C: 3.213 -0.653 0.578  -0.256
C: 2.687 0.494 -0.339  -0.244
C: 2.337 1.810 0.317  -0.239
C: 1.837 2.797 -0.733  -0.317
S: 0.038 2.702 -1.021  1.073
O: -0.427 1.223 -0.774  -0.729
C: 0.190 2.905 -2.764  -0.421
C: -0.015 1.720 -3.475  -0.079
C: -0.032 1.815 -4.866  -0.055
C: 0.548 2.903 -5.517  -0.049
C: 0.907 4.011 -4.747  -0.067
C: 0.685 4.050 -3.383  -0.084
C: 2.791 -2.804 -1.235  -0.406
C: 1.960 -2.784 -2.391  -0.053
C: 2.465 -3.420 -3.509  -0.077
C: 3.635 -4.199 -3.466  -0.026
C: 4.546 -3.935 -2.402  -0.046
C: 4.112 -3.235 -1.297  -0.114
H: 4.309 -0.723 0.498  0.107
H: 2.901 -0.397 1.602  0.087
H: 1.862 0.138 -0.937  0.083
H: 3.495 0.663 -1.065  0.130
H: 3.301 2.312 0.763  0.168
H: 1.628 1.704 1.131  0.083
H: 2.391 2.689 -1.669  0.107
H: 2.004 3.825 -0.415  0.101
H: -0.322 0.814 -2.939  0.098
H: -0.400 0.961 -5.395  0.105
H: 0.539 3.028 -6.606  0.124
H: 1.378 4.906 -5.274  0.145
H: 0.834 4.985 -2.843  0.124
H: 1.007 -2.361 -2.515  0.089
H: 1.848 -3.411 -4.429  0.125
H: 3.835 -4.989 -4.234  0.134
H: 5.557 -4.260 -2.501  0.110
H: 4.768 -3.159 -0.405  0.127
C: -0.266 3.576 4.837  -0.002
N: -0.232 2.097 5.110  -0.176
C: -0.328 1.608 6.507  -0.022
C: -0.142 1.269 4.099  -0.265
N: -0.264 0.581 3.136  0.082
H: -0.280 4.203 5.758  0.108
H: -1.193 3.731 4.275  0.090
H: 0.639 3.885 4.296  0.092
H: 0.245 0.664 6.586  0.099
H: -1.349 1.345 6.782  0.091
H: 0.107 2.223 7.304  0.100

As for the HOMO-LUMO gap: 9.359 eV. As for the net charge: +2. The calculation puts the energy above the lowest of the compared OMol25 structures with the same formula, charge and spin at 11.1 kcal/mol.